[1]
82
Properties=species:S:1:pos:R:3:forces:R:3 method="wB97M-V/def2-TZVPD" total_energy_ha=-3975.0009 smiles="C[C@@H](CP(CCCS(=O)(=O)O)(N=C=S)(B(N)O)P(=O)(O)O)OCc1ccccc1.CCOC(=O)C(F)(F)F.CCOC(=O)C(F)(F)F" orbital_gap_ev=8.788 multiplicity=1 homo_ha=-0.3232
C -0.002136 -2.130161 -0.263893 0.4 0.5 -0.4
C 0.161835 -1.482708 -1.670997 0.8 -1.0 0.6
C -1.005069 -1.634738 -2.640713 0.8 0.6 0.3
P -2.418591 -0.456670 -2.479586 -1.2 -0.3 -1.1
C -2.401090 1.393782 -2.633758 0.5 0.3 -0.8
C -0.987254 2.014133 -2.735264 -0.3 0.6 0.6
C -1.182352 3.510144 -3.043813 -0.2 0.0 -0.1
S 0.383081 4.368495 -2.908998 1.6 -0.6 0.6
O 1.385893 3.669682 -3.659579 -0.8 0.4 -0.5
O 0.694770 4.560177 -1.517355 -0.8 0.4 -0.3
O 0.177884 5.795519 -3.635224 -0.4 -0.8 0.3
N -2.484548 -0.507572 -0.629094 1.2 0.6 0.7
C -1.926536 0.307810 0.056539 -0.9 0.6 0.4
S -1.412041 1.502055 0.979756 0.1 -0.6 -0.3
B -4.194689 -1.272396 -2.450842 -0.9 -0.3 0.1
N -4.350785 -2.711774 -2.379407 -0.1 0.9 0.5
O -5.338681 -0.500637 -2.461612 1.0 0.0 -0.2
P -2.606058 -0.577793 -4.780510 0.2 -1.8 -1.8
O -2.570272 -1.991657 -5.254717 0.0 0.3 0.6
O -4.048826 0.025724 -5.269906 0.9 0.8 0.5
O -1.472151 0.279363 -5.608459 -1.0 0.6 0.4
O 0.612917 -0.139300 -1.622646 -0.7 -0.2 0.1
C 1.977999 0.015560 -1.281946 0.8 0.8 -0.3
C 2.888556 0.036768 -2.505639 0.0 0.0 0.0
C 3.262621 -1.121581 -3.197577 0.1 0.2 -0.1
C 4.063736 -1.038086 -4.337653 -0.5 0.4 0.5
C 4.490409 0.213962 -4.780909 0.2 -0.2 -0.2
C 4.165270 1.379295 -4.091106 -0.3 -0.7 0.3
C 3.362440 1.273715 -2.952885 0.1 0.0 -0.1
H -0.798538 -2.874194 -0.281358 0.1 0.0 0.2
H -0.189515 -1.371499 0.498633 -0.2 -0.2 -0.1
H 0.945222 -2.606634 -0.000078 -0.4 -0.1 0.0
H 0.983541 -2.057971 -2.119055 -0.3 -0.1 -0.3
H -1.371021 -2.664122 -2.606754 -0.4 0.2 0.0
H -0.586945 -1.513901 -3.643309 -0.1 0.0 0.1
H -2.845835 1.618532 -3.613500 -0.2 -0.3 0.2
H -3.043829 1.929966 -1.926618 0.4 -0.4 0.5
H -0.375499 1.524217 -3.489326 -0.1 0.1 0.0
H -0.450435 1.959437 -1.787429 -0.1 -0.2 -0.1
H -1.610117 3.696737 -4.032552 0.2 -0.1 0.0
H -1.862225 3.913190 -2.285794 0.2 0.2 -0.1
H -0.515164 6.269688 -3.150697 0.1 0.2 0.0
H -5.327528 -2.933707 -2.553707 0.0 -0.1 0.0
H -4.177890 -2.988527 -1.413777 0.4 -0.4 -0.2
H -5.125190 0.435011 -2.537240 -0.3 0.1 -0.2
H -4.533748 -0.707700 -5.666270 0.1 -0.1 -0.2
H -0.576828 0.053000 -5.336879 0.1 -0.1 0.0
H 2.335934 -0.690635 -0.526932 -0.3 -0.2 -0.1
H 2.063694 1.011445 -0.834794 -0.2 -0.1 0.1
H 2.935107 -2.099241 -2.857714 0.1 0.1 0.0
H 4.315837 -1.947697 -4.869347 0.1 0.1 0.0
H 5.088699 0.251716 -5.685987 0.0 0.1 0.1
H 4.508274 2.346651 -4.434188 0.0 0.0 0.0
H 3.095390 2.171090 -2.402965 0.0 -0.1 -0.1
C 1.880328 -4.754519 5.932627 0.2 -0.1 -0.3
C 1.407653 -3.365113 5.563530 -0.3 -0.2 0.5
O 2.217551 -2.802510 4.512941 0.1 0.2 -0.2
C 1.916075 -3.183126 3.279745 -0.3 -0.1 0.6
O 1.050471 -3.942962 2.963125 0.0 0.0 -0.3
C 2.828408 -2.462300 2.279410 0.5 0.3 -0.4
F 4.105534 -2.463269 2.669874 0.0 -0.2 0.1
F 2.460210 -1.180849 2.137581 -0.2 0.0 0.1
F 2.772982 -3.032830 1.074275 0.0 -0.2 0.2
H 2.938730 -4.740231 6.195309 0.0 0.0 0.1
H 1.312027 -5.135389 6.780417 0.0 0.0 0.0
H 1.760693 -5.445167 5.098116 -0.1 0.0 0.0
H 1.514472 -2.692447 6.411997 0.1 0.1 -0.1
H 0.357833 -3.360329 5.272680 0.1 0.0 -0.2
C 0.314010 3.723207 5.270579 0.2 -0.3 0.1
C -1.129222 3.456092 5.640484 0.2 0.6 -0.3
O -1.355898 2.049766 5.849753 -0.2 -0.2 0.1
C -1.010629 1.574374 7.039152 0.0 0.6 -0.3
O -0.533448 2.198119 7.938798 0.0 -0.2 0.2
C -1.351943 0.079570 7.116800 -0.1 -0.5 0.0
F -0.976209 -0.571179 6.009170 0.1 0.1 0.0
F -2.672704 -0.090561 7.261004 0.0 0.1 0.0
F -0.749341 -0.498207 8.151843 0.1 0.1 0.1
H 0.601934 3.124420 4.405534 -0.1 0.1 -0.1
H 0.460621 4.776644 5.034540 -0.1 0.0 0.0
H 0.984825 3.456254 6.086947 0.0 0.1 0.1
H -1.782890 3.748984 4.821188 -0.1 -0.3 0.0
H -1.429803 4.027606 6.517984 0.0 -0.2 0.1

[2]
70
Properties=species:S:1:pos:R:3:forces:R:3 method="wB97M-V/def2-TZVPD" total_energy_ha=-2089.6073 orbital_gap_ev=6.819 multiplicity=1 homo_ha=-0.1672 total_charge=-1
C -0.918664 -4.424038 -1.525425 0.5 -0.1 0.3
C 0.507344 -4.109221 -2.020145 -0.3 -0.1 -0.1
C 0.667101 -2.886465 -2.924674 0.3 0.0 0.2
C 0.584771 -1.461794 -2.323983 0.1 0.3 -0.7
O -0.542500 -0.713197 -2.695181 -0.5 -0.5 0.2
B -1.334767 -0.606390 -1.416694 0.2 -0.2 -0.3
O -0.186799 -0.306458 -0.451072 -0.1 0.0 0.2
C 0.628791 -1.356099 -0.783521 -0.3 0.8 0.1
N 2.025633 -1.068686 -0.270727 -0.2 -0.3 0.7
C 2.336618 -1.084182 0.879694 -0.1 0.0 -0.6
S 2.761681 -1.111918 2.410330 0.3 0.0 0.1
H -1.007637 -4.262599 -0.450340 -0.1 0.2 0.0
H -1.121751 -5.479185 -1.677763 -0.2 0.0 -0.1
H -1.683457 -3.825625 -2.010781 0.0 0.0 -0.1
H 0.846733 -4.974277 -2.598548 0.1 0.0 0.0
H 1.194276 -4.040141 -1.171930 0.0 0.0 0.0
H 1.674157 -2.964479 -3.350396 0.0 0.0 -0.1
H -0.029734 -2.941704 -3.763402 -0.1 0.1 0.1
H 1.435099 -0.920835 -2.759093 0.3 0.0 0.4
H -1.752572 -1.740890 -1.131767 -0.2 0.2 0.1
H -2.225644 0.215591 -1.423721 0.2 0.2 0.0
H 0.258279 -2.242222 -0.257964 0.5 -0.3 -0.1
O 2.669754 6.137392 1.394875 -0.1 -0.1 0.0
C 3.016214 4.988347 1.437398 0.1 0.1 -0.2
O 4.171482 4.633525 2.042345 0.0 0.0 0.1
C 4.414378 3.224708 1.867976 0.0 -0.2 0.0
C 3.050477 2.615357 1.583095 -0.1 0.1 -0.1
C 2.343399 3.759187 0.853940 0.1 -0.1 0.4
H 5.107705 3.098628 1.033539 0.0 0.0 0.0
H 4.880948 2.840758 2.771748 0.0 0.1 0.0
H 3.110518 1.687696 1.020665 0.0 0.0 0.0
H 2.536869 2.401502 2.521222 0.0 0.0 0.0
H 2.530795 3.742371 -0.221166 -0.1 0.0 0.0
H 1.271708 3.789929 1.029332 0.0 0.1 -0.2
O -3.315498 -6.082091 -2.345913 -0.3 -0.1 0.0
C -3.342362 -7.245291 -2.097258 0.1 0.0 -0.1
O -2.956744 -7.743234 -0.888740 0.0 0.0 0.0
C -2.984307 -9.173745 -0.902232 0.0 -0.1 0.0
C -3.947634 -9.549845 -2.024713 0.0 0.1 -0.1
C -3.743207 -8.398015 -3.005809 -0.2 -0.1 0.3
H -1.971090 -9.537927 -1.090572 0.0 0.0 0.0
H -3.305316 -9.521213 0.077143 0.0 0.1 0.0
H -3.752574 -10.536454 -2.440719 0.1 0.0 0.0
H -4.972443 -9.537275 -1.650915 0.0 0.0 0.0
H -2.921395 -8.586107 -3.698601 0.0 0.0 0.0
H -4.636588 -8.138611 -3.566481 0.1 0.1 -0.1
O -1.864950 -0.857370 4.209182 0.1 -0.1 0.0
C -1.353286 0.158195 4.560382 -0.1 0.2 -0.1
O -1.815686 0.849022 5.651252 0.0 -0.1 0.0
C -1.094618 2.073222 5.810432 0.1 0.1 0.0
C 0.227655 1.856778 5.085973 0.1 0.0 -0.1
C -0.178984 0.911041 3.956125 0.1 0.1 0.4
H -1.678146 2.883915 5.365881 0.0 0.0 0.0
H -0.976975 2.268819 6.874718 -0.1 0.0 0.0
H 0.681796 2.787460 4.749017 0.0 0.0 0.0
H 0.935718 1.356311 5.749023 0.0 0.0 0.0
H -0.523931 1.450031 3.072084 0.0 -0.1 -0.1
H 0.613492 0.226669 3.667445 -0.1 -0.1 -0.2
O -1.858990 7.535578 -2.782950 0.0 0.0 0.0
C -0.837338 7.779765 -2.211934 -0.1 0.2 0.0
O -0.624847 7.446496 -0.919670 0.0 0.0 0.0
C 0.641028 7.961920 -0.463109 0.1 0.0 0.0
C 1.462261 8.169539 -1.731051 -0.1 0.0 -0.1
C 0.380924 8.510205 -2.753375 0.2 -0.2 0.1
H 0.455240 8.900129 0.066122 0.0 0.0 0.0
H 1.095669 7.252783 0.221073 -0.1 -0.1 0.0
H 2.230625 8.931877 -1.620051 0.0 0.0 0.0
H 1.951828 7.234514 -2.006456 0.0 0.0 0.0
H 0.153859 9.577808 -2.772571 0.0 0.0 -0.1
H 0.605611 8.170511 -3.760595 -0.1 0.1 -0.1

[3]
64
Properties=species:S:1:pos:R:3:forces:R:3 method="wB97M-V/def2-TZVPD" total_energy_ha=-2036.7308 relative_energy_ev=0.418 orbital_gap_ev="3.897 / 3.896" multiplicity=1 homo_ha="-0.3454 / -0.3454" total_charge=+1
Bi -0.310749 -2.079878 -1.963073 0.3 2.1 1.8
H 2.901605 0.277135 -0.692874 -0.1 -0.3 0.3
H 2.647685 -0.082955 -0.078680 0.1 0.2 -0.4
P 0.796525 -0.158590 -3.660052 0.6 0.9 -1.7
P -0.161906 -3.767889 0.042562 -0.7 -1.9 1.6
C -1.789369 -3.721580 0.867984 -0.1 -0.2 -0.1
H -1.853798 -4.642273 1.469634 -0.2 0.3 -0.1
H -1.832836 -2.829246 1.519825 0.1 -0.2 -0.3
H -2.593213 -3.699361 0.117822 0.2 -0.1 0.3
C -0.019880 -5.442180 -0.687450 0.0 -0.1 0.1
H 1.018210 -5.607017 -1.030384 -0.5 0.0 0.2
H -0.277599 -6.176812 0.097873 0.2 0.2 -0.5
H -0.705837 -5.549477 -1.544682 0.3 0.0 0.4
C 0.976365 -3.806235 1.453843 0.5 0.3 -0.1
H 0.734891 -2.991014 2.151189 0.0 -0.2 -0.3
H 0.852929 -4.776884 1.957395 0.0 0.3 -0.2
H 2.013236 -3.702580 1.106765 -0.2 -0.1 0.2
C 1.086345 -1.000066 -5.274800 0.1 0.3 -0.1
H 1.309502 -0.212704 -6.020498 -0.1 -0.5 0.2
H 1.948344 -1.687974 -5.187780 -0.4 0.3 -0.1
H 0.183021 -1.559687 -5.579148 0.5 0.2 0.1
C -0.416823 1.138091 -4.106837 0.0 0.0 -0.1
H -0.551530 1.842588 -3.272171 0.0 -0.3 -0.3
H -0.018885 1.667990 -4.986929 -0.3 -0.1 0.3
H -1.380910 0.671149 -4.360895 0.3 0.3 0.1
C 2.342798 0.787411 -3.440488 0.1 0.0 0.0
H 3.173573 0.098122 -3.226318 -0.2 0.3 -0.1
H 2.542063 1.333160 -4.376411 0.0 -0.1 0.3
H 2.235287 1.500974 -2.610978 0.1 -0.2 -0.3
C -2.074754 -0.789276 -0.728529 -1.4 3.0 -0.6
O -2.805108 0.090245 -0.929499 1.9 -2.9 0.7
H -1.171197 -3.000030 -3.177647 -0.7 -0.7 -0.5
C -3.797001 2.638673 2.383787 -0.2 0.1 0.1
C -2.731226 2.795156 1.336693 0.2 0.1 -0.2
C -3.095515 3.018286 0.012573 -0.3 -0.1 -0.1
C -2.135736 3.104117 -0.988485 0.4 0.2 -0.1
C -0.797509 2.902762 -0.677311 -0.4 -0.2 0.3
C -0.424952 2.633066 0.648418 -0.2 0.3 -0.2
N 0.930970 2.374669 0.854086 0.8 0.0 0.0
C 1.589578 1.525455 1.753646 0.1 -0.4 0.0
C 2.939676 1.825792 2.001192 -0.2 0.0 0.2
C 3.685185 1.066451 2.890083 -0.2 0.1 -0.5
C 3.098345 -0.029867 3.524550 0.0 0.0 0.3
C 1.773838 -0.368081 3.270038 0.1 0.2 -0.2
C 1.028163 0.359333 2.327302 0.0 0.4 -0.8
C -0.216866 -0.259968 1.713069 -1.0 -1.1 1.0
O -0.855519 -1.105887 2.395511 0.8 0.8 -1.0
O -0.498207 0.060214 0.494967 0.0 -1.1 -0.2
C -1.375293 2.700789 1.684334 0.2 0.0 -0.6
C -0.991476 2.673506 3.126530 0.0 -0.1 0.6
H -3.772620 1.629165 2.821298 0.1 0.3 0.0
H -3.691838 3.364896 3.201755 0.0 -0.2 -0.2
H -4.782798 2.781171 1.930986 0.1 0.0 0.1
H -4.154879 3.125147 -0.230405 0.3 0.0 0.0
H -2.418024 3.328038 -2.016884 0.0 0.0 0.2
H -0.017028 2.918137 -1.442062 -0.2 0.0 0.1
H 1.546861 2.637112 0.087175 -0.5 0.2 0.4
H 3.371471 2.665279 1.449138 0.0 -0.1 0.4
H 4.723508 1.341276 3.060470 -0.2 -0.2 0.1
H 3.699296 -0.631484 4.200381 -0.2 0.1 0.0
H 1.314844 -1.210156 3.787949 0.0 0.1 -0.3
H -1.308830 1.725285 3.593409 0.3 0.2 0.0
H 0.084002 2.814465 3.284824 -0.3 -0.1 0.0
H -1.518403 3.474050 3.672212 0.2 -0.2 -0.2

[4]
63
Properties=species:S:1:pos:R:3:forces:R:3 method="wB97M-V/def2-TZVPD" total_energy_ha=-4356.2090 relative_energy_ev=0.000 orbital_gap_ev="5.990 / 2.921" multiplicity=5 homo_ha="-0.4927 / -0.4922" total_charge=+2
P -0.333773 -3.467275 -1.858183 2.3 -2.9 -4.4
P -0.766615 -0.124545 -1.004617 -1.4 2.8 -2.5
C 1.194688 -2.530344 -2.337752 0.2 -1.1 -1.5
C 1.282143 -1.589105 -1.165534 -0.8 0.6 -1.0
H 1.024421 -2.044563 -3.313608 0.3 -0.1 0.5
H 2.033885 -3.237413 -2.426383 0.0 0.5 -0.2
H 1.802314 -1.999128 -0.286268 0.0 0.2 0.1
H 1.579474 -0.525968 -1.386636 0.0 -1.2 0.4
C -2.618751 -0.159125 -1.142216 0.6 -0.1 0.3
H -2.923726 -0.153439 -2.199391 0.0 -0.1 0.6
H -2.933516 0.731932 -0.597737 -0.4 -0.3 0.1
H -2.903907 -1.085327 -0.616496 -0.8 0.6 -0.1
C -0.536439 0.104844 -2.819426 0.7 0.8 0.5
H -1.236331 -0.565308 -3.330638 0.3 0.2 0.0
H 0.502245 -0.039188 -3.117368 -0.2 0.1 -0.2
H -0.779516 1.172102 -2.947325 -0.2 -0.4 -0.6
C -1.424993 -3.736345 -3.284787 -0.6 0.1 0.2
H -2.456499 -3.481410 -2.989547 0.3 0.0 -0.3
H -1.408935 -4.797125 -3.564992 0.0 0.4 0.0
H -1.113999 -3.124165 -4.132435 -0.1 0.0 0.0
C 0.371091 -5.129059 -1.575830 -0.1 -0.1 0.0
H 1.370429 -5.144265 -2.029922 -0.3 -0.2 0.1
H -0.260492 -5.877155 -2.055102 0.1 -0.1 0.2
H 0.442150 -5.331220 -0.512755 0.2 -0.2 -0.1
Os -0.583787 -2.149736 -0.234239 -0.7 0.3 7.5
C 2.174797 5.147970 0.202994 4.3 -1.6 0.5
C 0.871997 5.428737 0.087748 -4.6 1.1 -1.0
C -0.182979 4.660685 -0.655484 -0.2 -0.5 1.3
C -0.118530 3.112576 -0.511938 -0.2 -0.1 0.1
C 0.563413 2.514887 -1.652413 1.5 0.2 -0.4
C 1.678069 2.730761 -2.319282 -0.2 0.2 -0.1
C 2.681272 3.828489 -1.948845 0.0 -0.8 0.1
C 2.904783 3.991911 -0.421793 0.3 0.9 -0.1
C -0.487450 -3.805635 1.119614 -0.9 -0.2 1.0
H 2.821953 5.805363 0.808096 -0.6 -0.2 -0.2
H 0.468070 6.346907 0.545749 0.5 -0.3 -0.2
H -0.192437 4.934685 -1.724184 0.2 0.2 0.1
H -1.156178 4.965544 -0.251348 0.2 0.3 -0.2
H 0.315547 2.801016 0.456411 -0.2 0.1 -0.3
H -1.134819 2.683172 -0.494421 0.1 0.5 0.3
H -2.092837 -2.839115 -0.169671 0.6 -0.4 -0.8
H 1.936601 2.156738 -3.217100 -0.2 0.2 0.2
H 2.400688 4.784374 -2.390018 0.1 0.0 -0.2
H 3.653943 3.527241 -2.369610 -0.3 0.3 0.1
H 2.682593 3.036107 0.084352 -0.1 0.2 0.1
H 3.971550 4.183434 -0.263150 -0.2 -0.1 0.1
H 0.585784 -3.955149 1.316653 -0.1 0.3 -0.2
H -0.942769 -4.758305 0.823980 0.1 0.4 0.0
H -0.956441 -3.445789 2.047850 0.2 -0.2 -0.3
Br 1.004572 1.801421 3.223594 0.2 0.1 0.1
C -0.069037 0.628643 4.251025 -1.1 -0.8 0.7
C 0.089914 0.512806 5.637565 0.0 0.0 -0.3
C -0.675402 -0.415012 6.355327 0.0 0.1 -0.5
C -1.584828 -1.244253 5.687537 0.0 0.1 0.0
C -1.763899 -1.117670 4.310691 0.3 0.4 0.2
C -1.029254 -0.161075 3.605812 0.7 0.1 -0.3
C -1.119705 -0.119243 2.092371 -0.6 0.6 1.0
O -1.664937 0.826497 1.522237 0.7 -0.9 -0.6
O -0.598972 -1.183637 1.576380 -0.1 0.1 0.4
H 0.814267 1.145278 6.136980 -0.1 -0.1 0.1
H -0.552312 -0.489294 7.433651 0.0 0.0 -0.3
H -2.155645 -1.995838 6.233876 0.2 0.3 -0.1
H -2.462932 -1.742923 3.757939 0.1 0.1 0.2